#a
# C54H45N9O18

A cluster of 9 separate species, C54H45N9O18 in total (wB97M-V/def2-TZVPD, the Open Molecules 2025 dataset).

Computed properties:
Kohn-Sham gap: 8.258 eV
SMILES: O=[N+]([O-])c1ccccc1.O=[N+]([O-])c1ccccc1.O=[N+]([O-])c1ccccc1.O=[N+]([O-])c1ccccc1.O=[N+]([O-])c1ccccc1.O=[N+]([O-])c1ccccc1.O=[N+]([O-])c1ccccc1.O=[N+]([O-])c1ccccc1.O=[N+]([O-])c1ccccc1
Lowest unoccupied orbital energy: -1.19 eV
Molar mass: 1108.00 Da

Structure (XYZ):
```
126
Properties=species:S:1:pos:R:3:lowdin_charge:R:1
O -1.64 5.03 -0.76 0.057
O -5.48 -3.51 0.17 0.083
O -3.86 -2.09 0.10 0.081
O 2.21 -0.82 -0.04 0.056
O -2.50 -0.06 5.68 0.095
O -5.43 1.02 1.47 0.054
O 7.44 0.51 -6.66 0.083
O -1.13 -1.49 4.83 0.044
O 5.53 5.34 -4.67 0.081
O 2.85 -8.37 -3.43 0.078
O 3.36 -6.74 -4.73 0.084
O -5.47 0.43 -0.59 0.094
O 6.06 2.14 -6.63 0.085
O 7.96 3.30 -3.73 0.101
O 2.04 1.07 -1.03 0.075
O 4.14 4.27 -5.90 0.072
O -2.03 4.74 -2.83 0.082
O 9.13 1.60 -3.16 0.063
N -1.70 -0.96 5.78 -0.330
N 6.48 1.09 -6.19 -0.351
N 1.63 0.22 -0.28 -0.338
N -4.43 -3.04 0.58 -0.345
N 4.50 4.72 -4.83 -0.346
N 8.20 2.38 -2.99 -0.350
N -5.97 0.54 0.49 -0.352
N -2.40 4.81 -1.68 -0.338
N 3.00 -7.19 -3.67 -0.360
C -9.25 -0.32 2.09 -0.070
C 3.78 0.02 -3.84 -0.059
C 1.75 4.55 -1.72 -0.094
C -2.54 -4.68 4.01 -0.067
C 2.76 -6.25 -2.57 -0.143
C -3.81 -3.67 1.75 -0.139
C -4.28 4.76 -0.07 -0.003
C 4.52 -0.77 -2.97 -0.076
C 6.55 -0.38 -4.23 0.005
C 7.34 2.10 -1.86 -0.158
C -4.55 -4.43 2.64 0.001
C -3.83 4.65 -1.36 -0.157
C 0.34 0.48 0.38 -0.143
C -7.93 0.10 1.93 -0.006
C -0.33 1.64 0.10 0.008
C -9.99 -0.81 1.02 -0.059
C -9.37 -0.79 -0.22 -0.077
C 4.43 0.59 -4.91 -0.009
C -1.39 -1.50 7.11 -0.142
C 6.11 2.75 -1.77 0.012
C -1.89 -0.79 8.21 0.008
C 3.86 5.25 -2.48 -0.023
C 2.38 3.95 -3.93 0.012
C -8.09 -0.33 -0.43 0.000
C -0.15 -0.44 1.28 -0.004
C 3.60 4.59 -3.69 -0.146
C -1.36 -0.22 1.93 -0.062
C -0.23 -3.01 8.53 -0.066
C 2.77 -4.89 -2.84 0.006
C -1.84 -3.94 3.08 -0.079
C 2.95 5.19 -1.45 -0.070
C 6.75 0.77 0.06 -0.072
C -1.49 -1.20 9.47 -0.065
C 5.81 0.47 -5.06 -0.152
C 5.52 1.40 0.12 -0.064
C 2.37 -4.45 -0.50 -0.063
C -0.50 -2.56 7.24 -0.001
C 2.54 -3.99 -1.80 -0.066
C 5.19 2.41 -0.81 -0.045
C 5.88 -0.96 -3.15 -0.063
C -2.10 0.92 1.59 -0.031
C 2.59 -6.73 -1.28 -0.011
C -0.67 -2.32 9.64 -0.065
C 7.64 1.11 -0.94 -0.015
C -6.40 3.92 -0.80 -0.085
C 1.44 3.90 -2.90 -0.059
C -7.37 0.16 0.66 -0.143
C -4.66 4.25 -2.39 0.007
C -1.57 1.84 0.69 -0.038
C -5.96 3.84 -2.10 -0.054
C -5.61 4.43 0.21 -0.056
C -3.88 -4.97 3.73 -0.068
C -2.45 -3.47 1.93 -0.010
C 2.40 -5.83 -0.24 -0.064
H -2.17 2.67 0.34 0.087
H -7.42 0.49 2.80 0.116
H 0.96 4.65 -0.98 0.090
H -11.01 -1.12 1.16 0.108
H 8.55 0.53 -1.03 0.120
H -1.68 -0.57 10.33 0.109
H 2.27 -3.70 0.27 0.096
H -4.27 4.25 -3.41 0.120
H 3.92 1.15 -5.69 0.121
H -3.64 4.97 0.78 0.122
H 2.53 -7.77 -1.00 0.119
H -2.47 0.10 8.07 0.118
H -4.43 -5.56 4.46 0.107
H 6.88 -0.16 0.60 0.108
H 5.86 3.54 -2.46 0.093
H -1.74 -0.85 2.71 0.074
H -6.01 4.48 1.21 0.111
H 2.49 -2.93 -2.00 0.088
H 0.48 -1.29 1.52 0.116
H 2.74 0.32 -3.71 0.102
H -0.13 -3.04 6.36 0.115
H -6.57 3.55 -2.95 0.111
H -9.96 -1.01 -1.10 0.110
H 2.31 -6.17 0.78 0.103
H 4.76 1.03 0.80 0.102
H 0.54 3.32 -2.96 0.103
H 2.80 -4.51 -3.85 0.122
H -2.09 -5.04 4.92 0.105
H 2.07 3.53 -4.87 0.119
H 4.20 2.83 -0.70 0.088
H 6.42 -1.51 -2.40 0.108
H 4.11 -1.20 -2.06 0.084
H 3.03 5.65 -0.48 0.114
H -5.59 -4.66 2.51 0.120
H -1.87 -2.82 1.29 0.103
H 7.61 -0.47 -4.38 0.117
H 0.03 2.43 -0.55 0.097
H 4.77 5.83 -2.42 0.124
H -0.80 -3.69 3.25 0.105
H 0.51 -3.80 8.63 0.110
H -7.65 -0.46 -1.41 0.123
H -0.49 -2.64 10.66 0.109
H -9.62 -0.29 3.10 0.107
H -3.05 1.02 2.09 0.092
H -7.45 3.67 -0.63 0.111
```

=====

#b
# C54H45N9O18

A cluster of 9 separate species, C54H45N9O18 in total (wB97M-V/def2-TZVPD, the Open Molecules 2025 dataset).

Computed properties:
Kohn-Sham gap: 8.817 eV
SMILES: O=[N+]([O-])c1ccccc1.O=[N+]([O-])c1ccccc1.O=[N+]([O-])c1ccccc1.O=[N+]([O-])c1ccccc1.O=[N+]([O-])c1ccccc1.O=[N+]([O-])c1ccccc1.O=[N+]([O-])c1ccccc1.O=[N+]([O-])c1ccccc1.O=[N+]([O-])c1ccccc1
Lowest unoccupied orbital energy: -0.95 eV
Molar mass: 1108.00 Da

Structure (XYZ):
```
126
Properties=species:S:1:pos:R:3:lowdin_charge:R:1
O -4.57 8.71 1.12 0.075
O 1.69 -12.04 0.65 0.040
O 0.15 -3.01 -6.44 0.071
O -1.87 3.98 3.94 0.071
O -4.08 -1.32 -3.01 0.055
O 4.31 14.18 2.24 0.070
O -6.47 -2.94 2.71 0.059
O 0.35 -12.21 2.38 0.041
O 2.55 3.67 0.26 0.090
O 0.57 3.03 -0.25 0.052
O 9.75 -1.31 1.53 0.062
O -3.41 -3.39 -3.00 0.077
O 0.23 -5.05 -5.72 0.074
O -2.11 5.64 5.16 0.081
O -6.69 8.77 1.62 0.064
O 10.92 -2.17 -0.07 0.076
O 5.76 14.57 0.66 0.066
O -6.28 -4.26 4.36 0.092
N -5.66 8.16 1.28 -0.333
N -0.02 -4.22 -6.58 -0.329
N 0.88 -11.52 1.46 -0.303
N -4.02 -2.46 -3.51 -0.343
N 1.77 2.81 -0.08 -0.344
N -2.48 4.53 4.83 -0.347
N 10.77 -1.79 1.09 -0.334
N 4.99 13.84 1.27 -0.343
N -5.78 -3.57 3.52 -0.362
C -4.88 6.10 0.24 -0.009
C -6.13 -4.20 -6.23 -0.050
C 4.97 12.43 0.79 -0.100
C -4.98 -1.73 -5.65 -0.003
C 12.01 -1.47 1.92 -0.102
C -2.32 -3.20 5.03 -0.076
C -3.64 3.84 5.44 -0.153
C 4.00 11.46 1.23 -0.009
C 3.50 -0.50 0.28 -0.079
C 3.97 10.19 0.70 -0.063
C 11.94 -0.35 2.72 -0.031
C -4.81 -2.77 -4.70 -0.129
C 5.95 10.62 -0.69 -0.071
C -0.83 -8.20 1.79 -0.093
C -4.20 2.76 4.81 -0.013
C 1.18 -9.39 0.25 0.005
C 0.49 -10.11 1.29 -0.112
C -2.42 -2.19 2.89 -0.089
C 14.22 -1.85 2.82 -0.074
C -1.96 -4.39 -9.83 -0.070
C -0.50 -9.49 2.09 -0.008
C 5.85 11.95 -0.22 -0.004
C 0.82 -8.08 0.03 -0.070
C -0.65 -4.73 -7.84 -0.137
C 1.53 -0.89 -0.88 -0.090
C -5.37 3.67 7.11 -0.054
C -5.35 2.09 5.29 -0.051
C -1.79 -5.70 -10.25 -0.075
C 3.22 0.85 0.39 -0.010
C 2.66 -1.38 -0.34 -0.090
C -4.39 -3.27 3.71 -0.126
C -4.25 4.32 6.56 -0.006
C -1.65 -2.48 4.01 -0.046
C -1.33 -3.91 -8.69 -0.025
C 5.04 9.76 -0.14 -0.082
C -6.09 3.95 0.40 -0.071
C -6.27 -3.12 -7.13 -0.089
C -0.20 -7.46 0.79 -0.048
C 1.19 0.46 -0.89 0.016
C -5.32 -4.07 -5.04 0.033
C -5.78 6.74 1.06 -0.159
C -6.87 5.94 1.55 0.022
C 2.07 1.34 -0.22 -0.114
C -1.17 -6.54 -9.37 -0.074
C -3.74 -2.52 2.72 -0.012
C -5.01 4.73 -0.11 -0.037
C 12.95 0.06 3.58 -0.071
C 13.19 -2.29 2.02 0.000
C -5.89 2.55 6.48 -0.082
C 14.07 -0.73 3.63 -0.082
C -0.53 -6.06 -8.22 0.002
C -3.61 -3.66 4.87 0.013
C -7.07 4.60 1.13 -0.075
C -5.72 -1.89 -6.84 -0.078
H 0.04 -6.77 -7.63 0.117
H 12.86 0.99 4.13 0.112
H -0.40 -6.41 0.65 0.103
H -1.47 -2.85 -8.54 0.120
H -1.09 -7.57 -9.68 0.108
H -1.92 -1.70 2.06 0.105
H -3.88 5.17 7.10 0.120
H -3.80 2.41 3.87 0.116
H -2.26 -6.06 -11.15 0.110
H -0.64 -2.10 4.04 0.108
H -5.61 1.22 4.71 0.106
H -2.40 -3.71 -10.55 0.107
H -4.16 6.68 -0.32 0.116
H 2.79 -2.46 -0.34 0.113
H -4.36 4.29 -0.86 0.100
H 0.22 0.79 -1.25 0.116
H -6.88 -3.22 -8.01 0.103
H -1.59 -7.68 2.35 0.108
H 11.04 0.23 2.63 0.115
H -4.11 -4.28 5.60 0.111
H 3.20 9.48 0.95 0.107
H 1.87 -9.84 -0.46 0.114
H 3.24 11.69 1.96 0.111
H -8.04 4.15 1.33 0.102
H 4.31 -0.84 0.92 0.110
H 4.99 8.71 -0.40 0.103
H -6.73 2.01 6.89 0.105
H -6.56 -5.11 -6.62 0.098
H 1.34 -7.54 -0.76 0.104
H -5.22 -4.95 -4.43 0.107
H -4.65 -0.71 -5.54 0.113
H 14.74 -0.25 4.32 0.107
H -5.86 4.11 7.97 0.106
H 15.12 -2.43 2.94 0.107
H -4.23 -2.20 1.81 0.121
H -1.07 -10.06 2.80 0.120
H 0.83 -1.66 -1.19 0.111
H 13.15 -3.30 1.64 0.116
H -5.71 -1.10 -7.58 0.105
H 6.69 10.33 -1.41 0.109
H 6.59 12.59 -0.68 0.106
H 3.91 1.45 0.96 0.119
H -1.73 -3.33 5.92 0.104
H -6.25 2.94 0.04 0.101
H -7.65 6.49 2.06 0.105
```

=====

Relative energies, eV: #a 0.000; #b 4.298.

=====

#a
# C39H55ClN7O4SSiV

A structure of composition C39H55ClN7O4SSiV (wB97M-V/def2-TZVPD, the Open Molecules 2025 dataset).

Computed properties:
<S²>: 3.77
Kohn-Sham gap (alpha / beta): 4.274 / 4.261 eV
Multiplicity: 4
Charge: -1
Lowest unoccupied orbital energy (alpha / beta): 2.12 / 2.10 eV
Molar mass: 832.46 Da

Structure (XYZ):
```
109
Properties=species:S:1:pos:R:3:lowdin_spin:R:1
V -0.04 -0.77 1.63 2.577
Cl 2.98 -5.59 -5.75 0.000
S -1.32 0.37 3.49 0.014
Si -0.43 1.67 -0.96 0.010
O -0.30 0.53 0.12 0.049
O -1.73 2.67 -0.76 0.002
O 0.93 2.63 -0.98 0.002
O -0.61 1.11 -2.50 0.001
N -0.37 2.73 4.32 -0.003
N 1.69 -1.55 0.72 0.023
N -1.80 -1.81 0.97 0.015
N -0.98 -3.93 1.61 0.011
N 1.38 0.48 2.34 0.000
N 0.23 -2.43 2.96 0.016
N 1.12 1.56 3.12 0.001
C -0.02 -3.68 2.56 0.016
C -3.25 -3.71 0.88 -0.001
C -0.13 -4.77 -3.33 0.000
C 2.07 2.64 -1.84 0.000
C -2.11 3.63 0.23 0.000
C 3.06 3.59 -1.18 0.000
C -1.20 3.10 6.60 0.000
C 1.70 3.17 -3.23 0.000
C -1.71 1.02 -3.41 0.000
C -4.27 -2.92 0.37 0.016
C 3.06 -3.10 -0.48 0.009
C -2.02 -3.11 1.16 0.018
C 2.79 -0.83 1.03 0.022
C -1.25 0.09 -4.53 0.000
C 1.83 -2.65 -0.01 0.022
C -0.91 4.17 1.00 0.000
C 0.73 -5.41 -4.20 0.000
C 1.11 -2.25 3.96 0.020
C -2.80 -1.06 0.50 0.018
C -3.10 2.97 1.18 0.000
C -0.72 -2.81 -1.92 0.001
C -0.10 1.59 3.62 0.000
C 1.83 -3.27 4.54 0.002
C 1.30 -2.84 -3.34 0.000
C 2.57 0.36 1.86 0.066
C 0.70 -4.78 3.07 0.000
C -2.03 2.41 -3.96 0.000
C -1.53 3.01 5.12 0.000
C 2.67 1.24 -1.94 0.001
C 1.63 -4.56 4.05 0.018
C -2.79 4.77 -0.54 0.000
C 3.67 1.35 2.12 0.011
C 2.16 -3.48 -4.21 0.000
C 0.10 -3.44 -2.84 0.000
C -4.04 -1.57 0.18 0.000
C 4.06 -1.23 0.62 0.007
C 4.19 -2.37 -0.15 0.017
C -2.93 0.43 -2.71 0.000
C 1.88 -4.77 -4.64 0.000
H 4.39 1.37 1.30 0.001
H -0.48 3.90 6.80 0.000
H -1.07 -0.91 -4.13 0.000
H -3.18 5.52 0.16 0.000
H -2.68 -0.55 -2.30 0.000
H 2.20 -5.40 4.45 0.001
H -1.15 -4.90 1.44 0.000
H 0.51 -6.41 -4.54 0.000
H -2.01 0.03 -5.31 0.000
H 0.43 3.34 4.39 0.000
H 3.23 2.34 2.24 0.001
H -0.33 0.46 -4.97 0.000
H 1.21 4.14 -3.14 0.000
H -1.60 -3.31 -1.52 0.000
H -2.92 2.36 -4.59 0.000
H -2.21 3.10 -3.14 0.000
H -3.62 4.37 -1.13 0.000
H 3.05 -2.97 -4.55 0.000
H 1.94 0.54 -2.36 0.000
H 2.65 4.61 -1.16 0.000
H 2.96 0.88 -0.95 0.001
H -0.42 3.38 1.56 0.000
H 3.56 1.24 -2.58 0.000
H -2.54 -0.02 0.35 0.001
H -2.25 2.22 4.93 0.000
H -3.98 2.63 0.62 0.000
H -3.27 1.09 -1.91 0.000
H 4.01 3.61 -1.73 0.000
H -1.20 2.78 -4.57 0.000
H -3.43 3.66 1.95 0.000
H -5.22 -3.37 0.13 0.001
H -1.03 -5.30 -3.00 0.000
H -1.24 4.95 1.69 0.000
H -4.80 -0.91 -0.23 0.000
H -0.47 -1.81 -1.58 0.000
H 5.17 -2.68 -0.50 0.001
H -0.78 2.16 6.95 0.000
H 3.10 -3.98 -1.11 0.000
H -2.10 3.31 7.19 0.000
H -2.65 2.11 1.66 0.000
H 2.60 3.29 -3.84 0.000
H -2.08 5.24 -1.21 0.000
H 4.20 1.12 3.04 0.004
H -3.75 0.30 -3.43 0.000
H 0.51 -5.77 2.67 0.000
H 1.54 -1.83 -3.01 0.000
H 1.03 2.48 -3.73 0.000
H 4.92 -0.64 0.89 0.000
H 0.91 -3.15 -0.30 0.002
H -1.99 3.95 4.78 0.000
H -3.39 -4.77 1.05 0.000
H -0.18 4.59 0.31 0.000
H 1.22 -1.22 4.28 0.003
H 2.53 -3.06 5.33 0.000
H 3.25 3.28 -0.16 0.000
```

=====

#b
# C39H55ClN7O4SSiV

A structure of composition C39H55ClN7O4SSiV (wB97M-V/def2-TZVPD, the Open Molecules 2025 dataset).

Computed properties:
<S²>: 3.78
Kohn-Sham gap (alpha / beta): 3.186 / 3.271 eV
Multiplicity: 4
Charge: -1
Lowest unoccupied orbital energy (alpha / beta): 1.84 / 1.80 eV
Molar mass: 832.46 Da

Structure (XYZ):
```
109
Properties=species:S:1:pos:R:3:lowdin_spin:R:1
V -1.04 -1.48 0.87 2.608
Cl -4.61 5.77 -4.27 -0.002
S -3.41 -1.00 -0.15 0.010
Si 1.87 0.09 -0.59 0.008
O 2.04 1.66 -0.10 0.002
O 3.16 -0.74 0.07 0.001
O 2.22 0.05 -2.22 0.001
O 0.46 -0.44 -0.21 0.042
N -2.63 1.05 1.53 -0.010
N -1.57 0.24 1.82 0.007
N 0.39 -1.41 2.42 0.042
N -2.39 -4.58 0.50 0.006
N -4.51 1.35 0.29 0.000
N -2.06 -2.91 2.15 0.018
N -0.97 -3.09 -0.69 0.014
C -2.42 -4.59 -1.87 0.000
C -3.03 -4.65 4.07 0.013
C -1.90 -4.04 -0.69 0.015
C -3.25 2.34 -2.75 -0.004
C 2.87 0.65 -4.40 0.000
C 2.20 -0.87 4.49 0.016
C -1.38 1.79 -1.28 -0.018
C 0.31 -0.21 3.11 0.029
C -0.98 -3.13 -3.09 0.001
C -1.79 4.12 -1.97 -0.005
C -3.46 0.56 0.65 0.001
C -5.27 2.85 2.11 0.000
C -4.00 3.26 -3.44 0.000
C 1.52 2.23 -3.02 0.000
C 1.76 0.77 -3.34 0.000
C 4.92 -1.56 -1.37 0.000
C -0.98 1.94 3.53 0.011
C 0.47 0.11 -3.85 0.000
C -1.96 -4.12 -3.08 0.013
C 2.63 3.84 0.52 0.000
C -0.74 0.67 2.78 0.070
C 1.26 0.05 4.14 0.015
C 3.25 1.90 1.97 0.000
C 3.86 -1.91 -0.33 0.000
C -0.52 -2.66 -1.88 0.014
C -3.65 4.60 -3.40 -0.006
C -2.67 -3.36 4.42 0.001
C -2.43 -4.14 1.81 0.014
C 2.89 -2.95 -0.89 0.000
C 1.32 -2.28 2.78 0.016
C 3.08 2.38 0.53 0.000
C 4.39 2.24 -0.25 0.000
C -2.91 -5.06 2.76 -0.001
C -2.54 5.04 -2.67 0.000
C 4.53 -2.45 0.93 0.000
C 2.24 -2.10 3.79 0.026
C -2.11 2.74 -1.99 -0.003
C -2.18 -2.53 3.43 0.017
C -4.67 2.71 0.71 0.000
H 2.07 -3.11 -0.19 0.001
H -1.87 -1.51 3.64 0.003
H 2.44 2.71 -2.69 0.000
H -3.17 -6.06 2.45 0.000
H 4.69 1.20 -0.28 0.000
H 5.43 -2.46 -1.71 0.000
H 1.14 2.75 -3.91 0.000
H -2.96 -5.38 0.34 0.000
H 5.68 -0.90 -0.93 0.000
H 3.35 4.49 1.02 0.000
H 3.78 -2.79 1.65 0.000
H -4.69 2.26 2.82 0.000
H 1.67 3.92 1.04 0.000
H -1.67 0.75 -1.30 0.000
H 2.30 2.00 2.50 0.000
H -2.29 6.09 -2.65 0.000
H 5.18 2.82 0.22 0.000
H 4.01 2.48 2.49 0.000
H 3.40 -3.91 -1.05 0.000
H 2.49 4.19 -0.51 0.000
H -2.37 -4.51 -4.00 0.001
H 1.33 -3.20 2.20 0.003
H 0.78 2.34 -2.23 0.000
H 0.67 -0.93 -4.10 0.000
H -3.40 -5.34 4.82 0.001
H -0.59 -2.72 -4.01 0.000
H -2.01 2.27 3.39 0.000
H 3.79 1.09 -4.01 0.000
H -2.75 -2.99 5.43 0.000
H -5.15 0.95 -0.37 0.000
H -5.26 3.89 2.43 0.000
H 2.49 -2.62 -1.84 0.000
H 2.91 -0.65 5.27 0.000
H 4.47 -1.06 -2.22 0.000
H -5.30 3.22 -0.03 0.000
H 5.10 -1.65 1.40 0.000
H 0.09 0.62 -4.74 0.000
H -0.93 4.44 -1.40 0.000
H -0.56 2.06 -0.63 -0.001
H -6.30 2.49 2.13 0.000
H 5.21 -3.27 0.70 0.000
H -4.87 2.95 -4.01 0.000
H -0.33 2.75 3.18 0.004
H -0.30 0.15 -3.07 0.000
H 0.22 -1.87 -1.80 0.001
H 3.06 -0.40 -4.63 0.000
H -3.20 -5.34 -1.82 0.000
H -3.69 3.20 0.69 0.000
H 2.97 -2.86 4.01 0.001
H 1.22 1.01 4.66 0.001
H 3.52 0.84 1.98 0.000
H 4.26 2.59 -1.28 0.000
H -3.52 1.29 -2.75 0.000
H 2.59 1.17 -5.32 0.000
H -0.79 1.82 4.60 0.002
```

=====

Relative energies, eV: #a 0.000; #b 1.227.